<1>
ORCA calculation (wB97M-V/def2-TZVPD) on 5 unconnected molecules or ions with the total composition C20H25N5.

Positions of all 50 atoms, in Å:
C1 -0.45910 -1.20233 0.87903
C2 -1.80403 -0.93843 1.22314
C3 -2.20127 0.31613 0.74349
N1 -1.14674 0.82149 0.07570
C4 -0.07353 -0.01653 0.17572
H1 0.20284 -1.99384 1.19803
H2 -2.34839 -1.48112 1.98181
H3 -3.08847 0.93135 0.77099
H4 -1.18362 1.74360 -0.33471
H5 0.89336 0.34157 -0.14568
C5 -4.46948 -4.04662 2.73403
C6 -4.40614 -5.36927 2.39521
C7 -5.55576 -5.83897 2.00580
N2 -6.30396 -4.75292 1.77190
C8 -5.67488 -3.60693 2.17867
H6 -3.66126 -3.55106 3.25135
H7 -3.58170 -6.05921 2.49850
H8 -5.89393 -6.85128 1.84066
H9 -7.20715 -4.73908 1.32007
H10 -6.24134 -2.69088 2.09886
C9 4.13590 0.07580 2.70070
C10 3.65312 0.29655 1.39122
C11 4.40208 1.37072 0.93418
N3 5.36780 1.66538 1.80677
C12 5.22471 0.87562 2.88821
H11 3.70570 -0.67448 3.34756
H12 2.97334 -0.28601 0.78712
H13 4.30599 1.88490 -0.01069
H14 5.84813 2.54924 1.71627
H15 5.98587 0.90366 3.65388
C13 2.17361 -0.07968 -2.82495
C14 2.54386 1.21643 -3.36292
C15 3.87518 1.27592 -3.21676
N4 4.31020 0.09346 -2.60785
C16 3.28930 -0.78242 -2.43749
H16 1.18280 -0.49789 -2.72596
H17 1.91276 1.88677 -3.92750
H18 4.50003 2.09678 -3.53639
H19 5.24086 -0.19222 -2.33880
H20 3.40166 -1.77832 -2.03506
C17 -0.26691 3.52868 -1.45519
C18 -0.89158 2.95656 -2.62590
C19 -2.10680 3.48761 -2.80484
N5 -2.36094 4.29012 -1.70973
C20 -1.26846 4.30112 -0.94002
H21 0.69083 3.15680 -1.12225
H22 -0.27602 2.28945 -3.21108
H23 -2.95159 3.41610 -3.47387
H24 -3.17857 4.85756 -1.53769
H25 -1.21827 4.80013 0.01648

Output
* multiplicity: 1
* total charge: 0
* HOMO-LUMO gap: 8.3 eV

---

<2>
ORCA calculation (wB97M-V/def2-TZVPD) on a molecular structure, C20H25N5.

Positions of all 50 atoms, in Å:
N1 -1.78327 -2.44374 -0.69147
C1 -1.95265 -1.34698 -1.49901
C2 -2.82462 -0.45144 -0.95986
C3 -3.37902 -1.05282 0.11262
C4 -2.75034 -2.29151 0.29894
H1 -1.05297 -3.13645 -0.77456
H2 -1.21495 -1.26620 -2.28366
H3 -3.15030 0.49133 -1.37401
H4 -4.16921 -0.63958 0.72189
H5 -2.85697 -3.08573 1.02299
N2 3.84164 3.04745 2.61202
C5 3.51609 2.20868 1.52417
C6 2.97006 1.05273 1.90315
C7 2.70079 1.14879 3.25299
C8 3.33757 2.35136 3.69475
H6 4.26911 3.96199 2.64303
H7 3.83182 2.57016 0.55667
H8 2.64802 0.26773 1.23496
H9 2.24118 0.38587 3.86383
H10 3.45668 2.77242 4.68213
N3 -1.27295 -0.76316 0.68400
C9 0.02134 -0.31331 0.60393
C10 0.22610 0.43980 1.78456
C11 -0.94324 0.38351 2.58621
C12 -1.87810 -0.41257 1.87739
H11 -1.74973 -1.20952 -0.08642
H12 0.66110 -0.55875 -0.23086
H13 1.16323 0.93612 1.98913
H14 -1.02329 0.87981 3.54208
H15 -2.90802 -0.65813 2.09046
N4 -0.63993 1.81910 0.06098
C13 -0.24738 2.83607 -0.76573
C14 -1.22336 2.87318 -1.79761
C15 -2.26943 1.92437 -1.52323
C16 -1.80054 1.20782 -0.41841
H16 -0.20024 1.48838 0.90798
H17 0.76956 3.19956 -0.75491
H18 -1.17939 3.53233 -2.65201
H19 -3.18071 1.81709 -2.09284
H20 -2.29870 0.36339 0.03457
N5 2.05620 -3.22274 -2.76133
C17 1.73401 -2.56355 -1.53737
C18 0.76908 -1.64135 -1.87069
C19 0.46648 -1.75669 -3.22880
C20 1.25215 -2.80286 -3.73788
H21 2.48849 -4.12789 -2.87940
H22 2.07597 -2.94564 -0.58685
H23 0.35178 -0.85435 -1.26005
H24 -0.24538 -1.17595 -3.79662
H25 1.34625 -3.23810 -4.72181

Output
* multiplicity: 1
* total charge: 0
* HOMO-LUMO gap: 7.5 eV

---

Relative energy table, unit kcal/mol: <1> 0.0; <2> 309.9

---

<1>
ORCA calculation (wB97M-V/def2-TZVPD) on a gas-phase ion, C7H9O2S (charge -1).

Positions of all 19 atoms, in Å:
C1 2.20782 0.42096 -0.75214
C2 3.22374 0.60805 -1.46398
C3 0.97294 -0.41751 -1.02714
C4 -0.72001 0.75612 0.22266
C5 0.13442 -0.46469 0.18604
C6 0.96749 -0.83717 1.40016
C7 -3.51567 0.35187 0.17652
O1 4.13616 0.76949 -2.22627
O2 0.81938 -1.10379 -2.06221
S1 -2.10765 0.64285 -0.88253
H1 2.16114 0.90230 0.27827
H2 -0.02676 1.59049 -0.01767
H3 -0.51836 -1.30230 0.03355
H4 1.83186 -1.35477 1.00098
H5 0.48132 -1.60624 1.97303
H6 1.32210 -0.03793 1.89374
H7 -3.70124 -0.72406 0.52857
H8 -4.36502 0.80050 -0.20582
H9 -3.30367 1.00583 0.94425

Output
* multiplicity: 1
* total charge: -1
* HOMO-LUMO gap: 5.7 eV

---

<2>
ORCA calculation (wB97M-V/def2-TZVPD) on a gas-phase ion, C7H9O2S (charge -1).

Positions of all 19 atoms, in Å:
C1 0.44978 0.22802 1.68474
C2 0.12360 0.71430 0.29206
C3 -1.25466 0.70230 -0.39017
O1 -1.59457 1.59995 -1.22444
C4 -2.41027 0.15817 0.55422
C5 -3.63954 -0.11959 0.28280
O2 -4.73001 -0.48735 0.00905
C6 -0.09556 -0.31576 -0.80187
C7 0.56914 -0.10489 -2.13466
S1 -0.12634 -2.04534 -0.28607
H1 -0.35743 -0.36727 2.11044
H2 0.65021 1.06874 2.34939
H3 1.33542 -0.41402 1.66208
H4 0.74714 1.54973 -0.02019
H5 -2.16112 0.32663 1.58844
H6 0.27609 -0.89127 -2.82936
H7 1.66175 -0.09923 -2.05652
H8 0.22818 0.85543 -2.52361
H9 -1.45271 -2.14050 -0.15208

Output
* multiplicity: 1
* total charge: -1
* HOMO-LUMO gap: 6.2 eV

---

<3>
ORCA calculation (wB97M-V/def2-TZVPD) on a gas-phase ion, C7H9O2S (charge -1).

Positions of all 19 atoms, in Å:
C1 -0.14590 -0.53865 1.44552
C2 1.09558 -1.01501 1.56818
C3 1.77896 -0.49479 -1.90391
C4 1.82326 0.40248 -0.59910
C5 -0.79593 0.16732 0.38190
C6 -1.74903 1.20862 0.94927
C7 -1.08501 -0.31592 -1.04877
O1 1.40886 -1.64609 -1.68360
O2 1.95843 0.18813 -2.92155
S1 2.46751 -0.32492 0.79757
H1 -0.80378 -0.69588 2.30070
H2 1.28121 -1.49163 2.45238
H3 2.18690 1.36188 -0.81225
H4 -1.35719 2.19605 0.43241
H5 -1.46721 1.33645 2.02290
H6 -2.77373 0.97861 0.99633
H7 -0.64129 -1.32432 -1.34864
H8 -0.97258 0.46033 -1.81810
H9 -2.20905 -0.45268 -1.21126

Output
* multiplicity: 1
* total charge: -1
* HOMO-LUMO gap (spin up / spin down): 7.0 / 6.8 eV

---

Relative energy table, unit kcal/mol: <1> 28.3; <2> 0.0; <3> 30.5

---

<1>
ORCA calculation (wB97M-V/def2-TZVPD) on 2 unconnected molecules or ions with the total composition C2H4BrFO3.

Positions of all 11 atoms, in Å:
C1 -1.33675 0.50234 -0.14010
C2 0.92960 -0.44908 -0.06057
O1 0.73583 -1.37117 -0.95671
O2 0.99282 -0.68661 1.22952
O3 1.44306 0.68883 -0.47286
F1 -1.90244 0.06698 0.99787
Br1 -1.08531 2.40335 0.02991
H1 -1.86807 0.13189 -1.16200
H2 -0.10407 -1.23383 -1.36192
H3 0.32392 -1.21874 1.64968
H4 1.87141 1.16604 0.24717

Output
* multiplicity: 1
* total charge: 0
* HOMO-LUMO gap: 7.6 eV

---

<2>
ORCA calculation (wB97M-V/def2-TZVPD) on C2H4BrFO3 in the gas phase.

Positions of all 11 atoms, in Å:
O1 -1.21665 -0.47833 0.54400
C1 -0.12530 -0.05106 -0.18066
O2 0.60115 -1.10431 -0.71755
O3 -0.46216 0.87855 -1.15304
C2 0.83332 0.66458 0.78083
F1 0.24328 1.73115 1.34356
Br1 1.36534 -0.56343 2.16019
H1 -1.87059 -0.92846 -0.00536
H2 0.05287 -1.68371 -1.26182
H3 -1.14576 0.54496 -1.74824
H4 1.72450 0.99005 0.23809

Output
* multiplicity: 1
* total charge: 0
* HOMO-LUMO gap: 10.3 eV

---

Relative energy table, unit kcal/mol: <1> 73.7; <2> 0.0

---

<1>
ORCA calculation (wB97M-V/def2-TZVPD) on C6H13N in the gas phase.

Positions of all 20 atoms, in Å:
C1 -2.28423 0.80253 0.92995
C2 -1.20222 1.54917 0.66213
C3 -0.21569 1.33854 -0.46082
C4 0.32161 -0.07988 -0.55789
C5 1.08927 -0.27970 -1.87536
N1 0.99699 -0.49708 0.63240
C6 0.81199 -1.83182 1.18420
H1 -3.01344 1.31667 1.52758
H2 -2.29881 -0.27059 0.79005
H3 -1.19694 2.59555 0.97150
H4 -0.52764 1.64889 -1.46089
H5 0.65761 1.98278 -0.28629
H6 -0.54658 -0.75781 -0.70811
H7 1.94911 0.39163 -1.96296
H8 1.58674 -1.26154 -1.81499
H9 0.33889 -0.31996 -2.66014
H10 1.46360 0.15542 1.23427
H11 0.74207 -2.55463 0.36091
H12 -0.22545 -1.88866 1.55363
H13 1.55314 -2.03949 1.94084

Output
* multiplicity: 1
* total charge: 0
* HOMO-LUMO gap: 9.1 eV

---

<2>
ORCA calculation (wB97M-V/def2-TZVPD) on C6H13N in the gas phase.

Positions of all 20 atoms, in Å:
C1 1.25018 2.63183 0.49786
C2 0.45715 1.41644 1.01866
C3 0.99882 0.03880 0.74256
C4 0.54707 -0.33651 -0.72432
C5 -0.92772 -0.75642 -0.86059
C6 -1.15876 -2.05147 -0.56043
N1 -2.35988 -2.72814 -0.68344
H1 0.72498 3.59027 0.58539
H2 1.58783 2.57499 -0.53184
H3 2.11276 2.73158 1.16434
H4 -0.60511 1.49884 0.77845
H5 0.35426 1.63161 2.11319
H6 2.07262 -0.12851 0.80098
H7 0.49021 -0.73569 1.32793
H8 1.17423 -1.15723 -1.07221
H9 0.71686 0.55964 -1.31979
H10 -1.58186 -0.16027 -1.46200
H11 -0.40067 -2.55317 0.03384
H12 -2.23943 -3.72180 -0.80812
H13 -3.21355 -2.34479 -1.04046

Output
* multiplicity: 1
* total charge: 0
* HOMO-LUMO gap: 9.0 eV

---

Relative energy table, unit kcal/mol: <1> 15.2; <2> 0.0

---

<1>
ORCA calculation (wB97M-V/def2-TZVPD) on C6H13N in the gas phase.

Positions of all 20 atoms, in Å:
C1 2.23899 -0.58447 -0.88568
C2 1.55298 0.34609 -0.23708
C3 1.73416 1.81431 -0.50454
C4 0.57391 -0.02326 0.86662
C5 -0.87795 0.32261 0.42617
C6 -1.62932 -0.96903 -0.03793
N1 -3.02980 -0.98470 0.46444
H1 2.00817 -1.62542 -0.69168
H2 2.83158 -0.34677 -1.76087
H3 0.81296 2.37618 -0.64321
H4 2.34894 1.90373 -1.40400
H5 2.31060 2.30539 0.28430
H6 0.72273 -1.08017 1.11171
H7 0.71188 0.44062 1.84212
H8 -0.85730 0.85741 -0.52413
H9 -1.39334 0.95340 1.14347
H10 -1.69728 -0.92354 -1.12501
H11 -1.12634 -1.86180 0.30240
H12 -3.59468 -1.61849 -0.09455
H13 -3.46843 -0.07818 0.30064

Output
* multiplicity: 1
* total charge: 0
* HOMO-LUMO gap: 10.3 eV

---

<2>
ORCA calculation (wB97M-V/def2-TZVPD) on C6H13N in the gas phase.

Positions of all 20 atoms, in Å:
C1 1.83063 -0.83061 1.16129
C2 1.54993 -0.41480 -0.26056
C3 0.31061 0.40315 -0.43476
C4 0.30838 1.94820 -0.39948
C5 -0.90447 -0.29988 -0.23516
C6 -2.23016 0.29586 -0.64918
N1 -1.01072 -1.62233 0.18638
H1 2.91488 -0.81911 1.39182
H2 1.31713 -0.16221 1.94976
H3 1.46784 -1.88401 1.32342
H4 1.38279 -1.39001 -0.84800
H5 2.37890 0.13001 -0.73665
H6 0.43418 2.37114 -1.43304
H7 0.97929 2.52764 0.28362
H8 -0.68336 2.32034 -0.21021
H9 -2.20944 1.29748 -1.16239
H10 -3.00985 0.46976 0.16723
H11 -2.83513 -0.36818 -1.32354
H12 -0.18238 -2.16001 0.49751
H13 -1.80903 -1.81242 0.73196

Output
* multiplicity: 1
* total charge: 0
* HOMO-LUMO gap: 8.3 eV

---

<3>
ORCA calculation (wB97M-V/def2-TZVPD) on C6H13N in the gas phase.

Positions of all 20 atoms, in Å:
H1 -0.80131 2.38820 -1.40556
N1 -0.16722 2.16471 -0.63104
C1 -0.21140 0.91870 -0.32668
C2 -1.06854 -0.09003 -1.01707
C3 -0.32872 -0.82577 -2.12000
C4 0.67721 0.40023 0.88842
C5 1.21791 -1.01538 0.76276
C6 -0.10994 0.58049 2.18021
H2 -1.53462 -0.77221 -0.30290
H3 -1.93855 0.50069 -1.48270
H4 -1.01851 -1.09389 -2.92557
H5 0.47911 -0.22419 -2.54776
H6 0.10589 -1.75569 -1.74200
H7 1.53492 1.08442 0.91181
H8 0.41567 -1.76089 0.76905
H9 1.79461 -1.13759 -0.15895
H10 1.88458 -1.25009 1.60036
H11 0.53403 0.41310 3.05112
H12 -0.94998 -0.11965 2.23863
H13 -0.51514 1.59483 2.25787

Output
* multiplicity: 1
* total charge: 0
* HOMO-LUMO gap: 10.6 eV

---

Relative energy table, unit kcal/mol: <1> 19.1; <2> 25.3; <3> 0.0

---

<1>
ORCA calculation (wB97M-V/def2-TZVPD) on C6H13N in the gas phase.

Positions of all 20 atoms, in Å:
C1 -0.98020 2.61499 -1.67127
C2 -0.09115 1.98243 -0.92349
C3 -0.54834 1.24264 0.36665
C4 -0.79865 -0.22638 -0.04198
C5 0.37427 -1.09772 -0.44307
C6 1.25670 -1.50012 0.83954
N1 0.49170 -2.41891 1.66060
H1 -0.71610 3.06983 -2.62011
H2 -2.02098 2.74161 -1.39385
H3 0.88401 1.66096 -1.26658
H4 -1.52429 1.66206 0.60291
H5 0.24506 1.25148 1.12200
H6 -1.32772 -0.76608 0.74701
H7 -1.47827 -0.08885 -0.88983
H8 1.08318 -0.39603 -0.89717
H9 0.33622 -1.93201 -1.13583
H10 1.42997 -0.48071 1.19297
H11 2.19550 -1.88388 0.44239
H12 0.37377 -2.06630 2.60029
H13 0.81533 -3.36902 1.70882

Output
* multiplicity: 1
* total charge: 0
* HOMO-LUMO gap: 10.1 eV

---

<2>
ORCA calculation (wB97M-V/def2-TZVPD) on C6H13N in the gas phase.

Positions of all 20 atoms, in Å:
C1 2.93631 -0.40533 -0.08436
C2 1.44768 -0.70940 -0.09302
C3 0.62066 0.44950 -0.62294
N1 -0.76294 0.02202 -0.66918
C4 -1.77951 0.97156 -1.03006
C5 -1.63883 0.46784 0.38263
C6 -2.29143 -0.60767 1.23782
H1 3.15300 0.46154 0.54979
H2 3.28904 -0.17549 -1.09670
H3 3.51260 -1.25599 0.29001
H4 1.22562 -1.57903 -0.72176
H5 1.09379 -0.95836 0.91648
H6 0.95702 0.71902 -1.63247
H7 0.75250 1.34358 0.01635
H8 -2.56884 0.66021 -1.71191
H9 -1.39517 1.97813 -1.24866
H10 -1.29390 1.28115 1.02820
H11 -3.07670 -0.20109 1.88086
H12 -2.67542 -1.47768 0.69805
H13 -1.50549 -0.98452 1.91086

Output
* multiplicity: 1
* total charge: 0
* HOMO-LUMO gap: 10.3 eV

---

Relative energy table, unit kcal/mol: <1> 8.1; <2> 0.0